Entry 1:
C3H2N5O2 | wB97M-V/def2-TZVPD

Element x y z (Å)
C1 -0.47 0.88 -1.08
C2 -2.48 -0.27 -0.66
C3 0.08 -0.73 0.55
N1 4.02 0.96 0.82
N2 -1.76 0.64 -1.16
N3 3.00 0.59 0.61
N4 0.34 0.31 -0.20
N5 -0.22 -1.55 1.35
O1 -3.42 -0.84 -0.41
O2 -0.32 -2.48 2.01
H1 -0.01 1.76 -1.54
H2 1.24 0.74 -0.28

Gap between HOMO and LUMO (spin up / spin down), eV: 8.27 / 8.28
Total charge: +1
Energy relative to the best compared isomer or geometry (same formula, charge and spin), kcal/mol: 0.57
Highest occupied orbital energy (spin up / spin down), eV: -14.35 / -14.35


Entry 2:
C3H2NO3 | wB97M-V/def2-TZVPD

Element x y z (Å)
C1 -0.14 -1.23 1.58
C2 -1.15 -0.27 -0.75
C3 1.11 0.22 0.11
N1 -0.05 0.56 -0.52
O1 -2.17 0.13 -1.28
O2 2.26 0.71 -0.13
O3 0.94 -0.64 1.10
H1 -1.01 -0.82 0.97
H2 0.23 1.35 -1.09

Gap between HOMO and LUMO (spin up / spin down), eV: 6.28 / 6.27
Total charge: -1
Energy relative to the best compared isomer or geometry (same formula, charge and spin), kcal/mol: 122.15
Highest occupied orbital energy (spin up / spin down), eV: -2.37 / -2.36


Entry 3:
C3H2NO3 | wB97M-V/def2-TZVPD

Element x y z (Å)
C1 0.93 0.88 0.10
C2 -1.47 -0.30 0.05
C3 0.08 -0.24 0.33
N1 1.04 -0.19 -0.74
O1 -1.61 0.00 -1.13
O2 1.39 1.96 0.31
O3 -2.24 -0.56 0.95
H1 1.08 -1.24 1.84
H2 0.80 -0.29 -1.72

Gap between HOMO and LUMO (spin up / spin down), eV: 8.51 / 7.85
Total charge: -1
Energy relative to the best compared isomer or geometry (same formula, charge and spin), kcal/mol: 112.46
Highest occupied orbital energy (spin up / spin down), eV: -4.95 / -4.43


total charge of number 3 (C3H2NO3)? -1


Among the records above, which one has the lowest energy relative to the best compared isomer or geometry (same formula, charge and spin)? C3H2N5O2


Which formula does entry 2 have? C3H2NO3


energy relative to the best compared isomer or geometry (same formula, charge and spin) of number 3 (C3H2NO3)? 112.46 kcal/mol